Density functional theory data (ωB97M-V/def2-TZVPD) for a structure of composition C12H19N6O14P2W.

Computed properties:
Relative energy (zero: lowest compared OMol25 entry of this formula, charge and spin)   0.6784 eV
Gap between HOMO and LUMO   6.4252 eV
Calculated total energy   -70732.5975 eV
Net charge   +3

XYZ file:
```
54
Properties=species:S:1:pos:R:3:forces:R:3
W 0.25061 -0.62357 0.20074 -0.489 -0.275 -0.389
P -1.82102 -2.31248 0.83292 -0.032 -0.063 -0.120
P -0.87453 -3.16940 -1.64737 -0.255 -0.087 -0.008
O -0.38155 0.50657 1.80619 0.068 0.085 0.133
O -0.63197 1.29687 -3.15678 0.012 0.001 -0.020
O -1.56022 -3.32592 -2.89784 0.018 0.047 0.023
O -0.27001 -1.72545 -1.30958 0.347 0.021 0.188
O -0.40357 0.86273 -0.71252 -0.155 -0.091 0.143
O 0.35445 -4.08154 -1.28164 -0.008 0.042 -0.006
O -2.75956 -2.71645 1.95765 0.010 -0.025 0.024
O -5.47137 3.99861 1.07491 0.017 0.024 0.023
O -0.30087 -2.19805 1.27976 -0.019 0.102 0.042
O -1.86870 -3.35730 -0.32100 0.125 0.169 0.020
O -5.61792 4.24802 -1.07530 0.016 0.027 -0.017
O -1.81152 1.58170 2.95520 0.004 0.036 -0.012
O -1.95884 -0.87469 0.35713 0.230 -0.076 0.031
O -2.43647 2.17639 -3.95725 0.008 -0.021 -0.003
N 1.81423 1.07928 0.43840 0.002 0.048 0.028
N 2.07267 -1.11691 -0.99549 0.016 0.008 -0.006
N 1.86221 -1.22992 1.67719 0.038 0.069 0.015
N -5.10400 3.84924 -0.06398 -0.089 -0.042 0.003
N -1.43674 1.30546 1.87756 -0.016 -0.170 -0.011
N -1.72642 1.82568 -3.06246 -0.019 0.034 0.043
C -3.85748 3.05194 -0.23951 0.087 -0.025 -0.067
C -3.22495 2.57310 0.88007 0.001 0.007 0.048
C 2.57965 -2.38388 1.03503 -0.006 -0.001 0.007
C -1.55611 1.55925 -0.58634 0.210 0.001 -0.061
C 2.89836 1.11528 -0.60549 0.008 -0.016 0.012
C -2.22767 2.06741 -1.68206 -0.027 0.056 -0.115
C 2.82862 -0.20902 2.21160 0.014 0.028 0.014
C 3.14561 -1.88738 -0.27513 0.031 0.001 0.007
C -3.38705 2.81118 -1.51996 -0.011 0.004 0.059
C 2.55651 0.12152 -1.68589 0.002 0.027 -0.009
C -2.06326 1.81980 0.69845 -0.065 0.091 0.028
C 2.35909 1.17199 1.82449 0.023 0.004 -0.016
H 1.57440 1.52920 2.48359 0.004 -0.007 0.006
H 1.24221 1.90544 0.28576 -0.026 -0.030 -0.014
H 3.36381 -2.74919 1.69965 -0.008 0.003 0.011
H 1.70193 -1.72430 -1.72263 -0.007 -0.005 0.017
H 3.46654 -2.71974 -0.90008 -0.005 0.004 -0.006
H 2.99085 2.12326 -1.00733 -0.003 0.001 -0.001
H -3.63843 2.77416 1.86162 0.000 0.004 -0.005
H 2.89823 -0.31189 3.29359 0.000 -0.014 -0.002
H 0.37544 -4.94047 -1.74010 -0.006 0.003 -0.004
H 1.33313 -1.60390 2.46445 -0.018 -0.005 -0.017
H 4.00739 -1.24032 -0.13312 -0.001 -0.001 -0.007
H 3.84306 0.87460 -0.12197 -0.002 0.007 0.000
H 3.17870 1.89109 1.85682 -0.013 0.013 -0.010
H 1.86245 -3.18900 0.88067 0.007 0.007 0.002
H -3.91795 3.19666 -2.38441 0.000 0.001 -0.003
H -3.23921 -3.56381 1.98821 -0.004 0.006 0.003
H 3.81551 -0.42112 1.80668 -0.005 -0.016 -0.001
H 3.42093 -0.11354 -2.30882 -0.010 -0.014 -0.006
H 1.75081 0.47280 -2.33427 0.004 0.005 0.006
```
Positions in Å, forces in eV/Å.

---

Density functional theory data (ωB97M-V/def2-TZVPD) for a cluster of 2 separate species, C12H19NO in total at a distorted geometry.

Computed properties:
Relative energy (zero: lowest compared OMol25 entry of this formula, charge and spin)   2.5142 eV
Gap between HOMO and LUMO   9.5640 eV
Calculated total energy   -16287.5354 eV

XYZ file:
```
33
Properties=species:S:1:pos:R:3:forces:R:3
O 3.44583 0.67581 1.02367 0.520 0.420 0.067
N 1.68436 0.31439 -0.33871 2.201 3.182 -2.224
C -3.00470 -1.83244 -0.67103 -1.159 2.428 -3.012
C -2.84994 0.21323 0.57324 -1.161 1.381 0.262
C 2.64627 1.15941 0.25282 -1.375 -0.653 -0.431
C -1.80940 -2.23827 -0.13244 1.321 -0.775 1.142
C 1.99786 -1.06485 -0.41229 -4.283 -3.599 1.888
C 2.58360 2.69456 0.02583 1.160 -1.354 0.381
C -3.45937 -0.50667 -0.42330 0.224 -1.750 1.210
C 0.52479 0.09594 -2.59605 1.172 -0.177 -0.954
C -1.22238 -1.46311 0.88027 -0.383 -1.021 0.957
C -1.82050 -0.28240 1.34208 2.303 -0.064 -0.632
C 0.79810 0.93959 -1.38208 -2.170 -1.049 2.422
C -1.06681 0.50901 2.38679 -0.256 1.819 -0.223
H 0.95041 1.95168 -1.63465 1.406 1.017 -0.232
H -0.33994 -1.93758 1.39074 -0.900 0.955 -0.425
H 2.41880 -1.66216 -1.29418 0.009 1.669 1.069
H -1.18418 1.62666 2.33559 -0.270 -0.912 -0.488
H 3.45426 2.94300 0.61861 -0.276 0.820 0.533
H 0.15987 -0.83194 -2.28359 -1.513 -1.294 0.353
H -1.39034 0.32051 3.38697 -0.207 -0.605 0.765
H 0.85873 -1.54289 -0.26599 2.898 0.636 -0.816
H 2.84730 3.03593 -0.95785 -0.079 -0.314 -0.808
H -3.25508 1.21236 0.73419 0.256 -0.064 0.365
H 0.00974 0.38514 2.33466 0.110 -0.478 -0.073
H -0.04043 0.53867 -3.40877 -0.728 0.332 0.514
H -0.11357 1.07955 -0.70799 0.127 -0.462 -1.553
H -1.20158 -3.15935 -0.29668 -1.189 0.564 -0.603
H 1.37060 -0.28447 -3.18131 0.835 0.689 0.479
H 2.37251 -1.34335 0.60373 0.523 0.076 -1.287
H -4.38810 -0.15367 -0.86350 0.389 0.057 -0.267
H -3.51038 -2.06505 -1.64423 0.780 -1.518 1.135
H 1.66051 3.17816 0.29184 -0.284 0.044 0.487
```
Positions in Å, forces in eV/Å.

---

Density functional theory data (ωB97M-V/def2-TZVPD) for a cluster of 2 separate species, C12H19OP in total at a distorted geometry.

Computed properties:
Relative energy (zero: lowest compared OMol25 entry of this formula, charge and spin)   3.6187 eV
Gap between HOMO and LUMO (alpha / beta)   8.4467 / 7.3178 eV
Calculated total energy   -24083.7418 eV

XYZ file:
```
33
Properties=species:S:1:pos:R:3:forces:R:3
P -1.20476 -2.33938 0.64941 1.760 -1.201 0.744
O 0.26864 -3.15072 0.98176 -0.341 0.058 -1.426
C -0.29176 0.75220 -1.87620 -0.425 0.512 -1.918
C 1.91025 0.73877 1.06384 3.852 -1.813 3.195
C 1.67835 2.13800 -2.33778 -0.942 -0.182 -0.830
C 2.17102 1.85740 -1.09584 -3.476 -2.101 -0.748
C -1.86368 -3.03220 3.37302 -1.308 -1.522 1.208
C 0.43899 1.57294 -2.75506 1.166 0.229 0.362
C -1.61137 0.19985 -2.20359 -2.026 1.641 0.664
C -2.35537 -0.74079 2.30277 2.969 0.424 3.286
C 2.49920 3.07817 -3.17735 -1.518 0.094 0.924
C 0.21628 0.54634 -0.65917 0.905 -0.545 0.611
C -1.43901 -1.98786 2.44863 1.546 2.420 -2.092
C 1.43677 1.00111 -0.28907 -0.134 0.508 1.637
H 0.07593 1.77856 -3.76570 -0.049 -0.036 0.329
H -0.38196 -1.63180 2.67635 -1.260 -0.383 0.089
H -2.88484 -0.71458 1.44161 -2.437 -0.444 -2.576
H -1.67040 -0.73300 -2.61790 0.836 -2.881 -1.012
H -2.18669 0.03623 -1.24518 0.143 0.812 -1.166
H -1.46777 -2.88427 4.40605 0.038 -0.422 -0.855
H -2.11463 0.76076 -3.01967 -0.124 0.328 1.019
H -2.94938 -2.96707 3.49905 -0.080 -0.062 -0.015
H -2.99264 -0.63370 3.21678 0.615 0.548 -0.881
H 3.23696 3.50941 -2.45596 -0.341 0.041 -1.403
H -1.71110 -4.04427 2.95733 0.419 0.303 0.644
H 0.75318 -3.45460 0.18030 -0.654 0.351 0.712
H -1.58491 0.03605 2.06112 -1.071 0.256 1.012
H 2.93070 2.34715 -0.66042 2.976 1.556 1.111
H 2.31129 -0.34314 1.15930 -0.557 1.308 -0.476
H 1.75789 3.77641 -3.60512 0.890 0.300 0.105
H 2.87267 2.47185 -3.97337 0.978 0.057 -0.625
H 1.25241 0.73297 1.95803 -0.182 0.626 -0.934
H 2.89973 1.32322 1.36205 -2.170 -0.780 -0.696
```
Positions in Å, forces in eV/Å.

---

Q: Look up the calculated total energy of the second one.
A: -16287.5354 eV

---

Q: relative energy (zero: lowest compared OMol25 entry of this formula, charge and spin) of number 3 (C12H19OP)?
A: 3.6187 eV

---

Please write out number 3 again, unchanged.
Density functional theory data (ωB97M-V/def2-TZVPD) for a cluster of 2 separate species, C12H19OP in total at a distorted geometry.

Computed properties:
Relative energy (zero: lowest compared OMol25 entry of this formula, charge and spin)   3.6187 eV
Gap between HOMO and LUMO (alpha / beta)   8.4467 / 7.3178 eV
Calculated total energy   -24083.7418 eV

XYZ file:
```
33
Properties=species:S:1:pos:R:3:forces:R:3
P -1.20476 -2.33938 0.64941 1.760 -1.201 0.744
O 0.26864 -3.15072 0.98176 -0.341 0.058 -1.426
C -0.29176 0.75220 -1.87620 -0.425 0.512 -1.918
C 1.91025 0.73877 1.06384 3.852 -1.813 3.195
C 1.67835 2.13800 -2.33778 -0.942 -0.182 -0.830
C 2.17102 1.85740 -1.09584 -3.476 -2.101 -0.748
C -1.86368 -3.03220 3.37302 -1.308 -1.522 1.208
C 0.43899 1.57294 -2.75506 1.166 0.229 0.362
C -1.61137 0.19985 -2.20359 -2.026 1.641 0.664
C -2.35537 -0.74079 2.30277 2.969 0.424 3.286
C 2.49920 3.07817 -3.17735 -1.518 0.094 0.924
C 0.21628 0.54634 -0.65917 0.905 -0.545 0.611
C -1.43901 -1.98786 2.44863 1.546 2.420 -2.092
C 1.43677 1.00111 -0.28907 -0.134 0.508 1.637
H 0.07593 1.77856 -3.76570 -0.049 -0.036 0.329
H -0.38196 -1.63180 2.67635 -1.260 -0.383 0.089
H -2.88484 -0.71458 1.44161 -2.437 -0.444 -2.576
H -1.67040 -0.73300 -2.61790 0.836 -2.881 -1.012
H -2.18669 0.03623 -1.24518 0.143 0.812 -1.166
H -1.46777 -2.88427 4.40605 0.038 -0.422 -0.855
H -2.11463 0.76076 -3.01967 -0.124 0.328 1.019
H -2.94938 -2.96707 3.49905 -0.080 -0.062 -0.015
H -2.99264 -0.63370 3.21678 0.615 0.548 -0.881
H 3.23696 3.50941 -2.45596 -0.341 0.041 -1.403
H -1.71110 -4.04427 2.95733 0.419 0.303 0.644
H 0.75318 -3.45460 0.18030 -0.654 0.351 0.712
H -1.58491 0.03605 2.06112 -1.071 0.256 1.012
H 2.93070 2.34715 -0.66042 2.976 1.556 1.111
H 2.31129 -0.34314 1.15930 -0.557 1.308 -0.476
H 1.75789 3.77641 -3.60512 0.890 0.300 0.105
H 2.87267 2.47185 -3.97337 0.978 0.057 -0.625
H 1.25241 0.73297 1.95803 -0.182 0.626 -0.934
H 2.89973 1.32322 1.36205 -2.170 -0.780 -0.696
```
Positions in Å, forces in eV/Å.